This record from OMol25 describes a cluster of 2 separate species, C12H20BBr2ClNO5 in total. The level of theory is the ωB97M-V functional and the def2-TZVPD basis.

Each line ends with the natural charge from an NBO analysis.
CARTESIAN COORDINATES (ANGSTROEM)
C -0.584 -4.333 2.761  -0.6048
C -1.208 -3.074 2.137  -0.4342
C -0.357 -1.817 2.238  -0.1403
Cl 1.373 -2.256 1.829  -0.1415
C -0.854 -0.589 1.442  0.1962
C -1.644 -0.834 0.130  -0.1341
O -3.064 -0.704 0.243  -0.3642
N -3.649 -1.876 0.703  0.3512
O -4.579 -1.652 1.379  -0.2861
O -1.769 0.001 2.344  -0.7431
B -1.662 1.528 2.254  0.4339
O -0.662 1.679 1.133  -0.7202
C 0.182 0.596 1.361  0.0238
C 1.349 0.620 0.410  -0.0827
Br 0.998 0.512 -1.440  0.0757
C 2.596 0.765 0.851  -0.0728
C 3.003 0.904 2.294  -0.6625
Br 4.083 0.865 -0.340  0.0095
H -0.059 -4.914 2.003  0.2061
H -1.372 -4.970 3.165  0.1989
H 0.122 -4.090 3.554  0.2074
H -1.455 -3.286 1.100  0.2078
H -2.140 -2.863 2.665  0.2258
H -0.350 -1.490 3.274  0.2297
H -1.368 -0.055 -0.571  0.2305
H -1.402 -1.790 -0.345  0.1776
H -2.730 1.984 1.858  -0.1235
H -1.282 2.024 3.314  -0.1478
H 0.504 0.658 2.411  0.1965
H 2.837 1.930 2.628  0.2272
H 2.455 0.210 2.926  0.2390
H 4.064 0.693 2.412  0.2201
C -0.213 2.408 -5.922  -0.7199
C 0.931 1.961 -5.041  0.5980
O 1.060 0.810 -4.703  -0.5353
C 1.904 3.026 -4.595  -0.7238
H -0.838 1.552 -6.167  0.2335
H -0.814 3.155 -5.401  0.2316
H 0.172 2.851 -6.842  0.2196
H 1.380 3.795 -4.025  0.2341
H 2.374 3.493 -5.463  0.2173
H 2.668 2.575 -3.966  0.2460

The value obtained for the HOMO energy is -0.1696 hartree. Its relative energy (zero: lowest compared OMol25 entry of this formula, charge and spin) is 0.0 kcal per mole. The strongest force on any atom comes out at 1.47 eV/A. Its charge is -1. As for the molar mass: 464.37 g/mol. The lowest unoccupied orbital energy comes out at 2.52 eV.